Formula: C4H10IrO6S
Source: the Open Molecules 2025 dataset
Level of theory: wB97M-V/def2-TZVPD

Structure (ORCA input):
```
! RIJCOSX wB97M-V def2-TZVPD def2/J DEFGRID3
* xyz 0 2
Ir 0.946 -0.752 0.653
O 2.508 1.965 2.376
S 1.620 0.896 2.674
O 1.036 0.807 3.965
O 2.191 -0.478 2.193
O 0.444 0.853 1.556
C 3.066 -0.026 -1.166
O 2.304 -1.060 -0.540
H 4.114 -0.187 -0.917
H 2.755 0.949 -0.794
H 2.917 -0.085 -2.243
C -2.711 0.035 0.429
C -1.605 -0.128 -0.597
C -2.117 -0.591 -1.948
O -0.693 -1.133 -0.118
H -3.426 0.782 0.081
H -2.306 0.363 1.386
H -3.234 -0.911 0.570
H -1.065 0.818 -0.711
H -2.641 -1.542 -1.845
H -1.295 -0.722 -2.652
H -2.809 0.147 -2.353
*
```

Computed properties:
HOMO-LUMO gap (spin up / spin down): 7.8 / 8.2 eV
molar mass: 378.402 g mol⁻¹
HOMO energy (spin up / spin down): -9.998 / -10.537 eV
expectation value of S²: 0.75
energy relative to the best compared isomer or geometry (same formula, charge and spin): 0.0611 eV
F_max: 0.46 eV Å⁻¹